Record 1
{"formula": "CH4N2O", "method": "ωB97M-V with the def2-TZVPD basis set", "lumo_ev": 0.70, "homo_energy_ev": -9.91, "energy_ha": -225.254077, "de_lowest_kcal_mol": 23.8, "smiles": "N=C=O.N", "spin_multiplicity": 1, "homo_lumo_gap_ev": 10.61, "species": ["N", "C", "O", "H", "N", "H", "H", "H"], "xyz": [[1.1291, 0.2453, -1.5627], [0.1170, 0.8553, -1.6154], [-0.9720, 1.3149, -1.7241], [2.1331, 0.3618, -1.6622], [-0.8170, -0.7225, 1.5056], [-0.1246, -1.3724, 1.1627], [-1.0122, -0.9083, 2.5061], [-0.4533, 0.2259, 1.3900]], "atomic_forces_ev_per_a": [[1.918, -0.829, 0.312], [-2.870, 1.194, -0.843], [1.849, -0.537, 0.461], [-0.909, 0.171, 0.079], [-0.294, 0.267, 0.653], [0.081, -0.045, 0.127], [0.383, 0.251, -1.027], [-0.157, -0.472, 0.238]]}

=====

Record 2
{"formula": "C3H7N2", "method": "ωB97M-V with the def2-TZVPD basis set", "lumo_ev": -6.10, "homo_energy_ev": -14.55, "charge": 1, "energy_ha": -227.596471, "de_lowest_kcal_mol": 99.1, "spin_multiplicity": 1, "homo_lumo_gap_ev": 8.44, "species": ["C", "C", "C", "N", "N", "H", "H", "H", "H", "H", "H", "H"], "xyz": [[0.6447, 0.0468, -1.2336], [1.6196, -0.6793, -0.6455], [-0.9814, 0.6835, 0.4846], [-0.1270, 0.8434, -0.5517], [-1.0685, -0.3398, 1.2701], [0.4585, 0.2690, -2.2628], [1.9443, -0.4289, 0.4320], [2.3703, -1.2958, -1.1032], [-1.1779, 1.7462, 0.9759], [-1.4829, 0.7245, -0.6470], [-0.7007, -1.3318, 1.1303], [-1.4990, -0.2379, 2.1509]], "atomic_forces_ev_per_a": [[1.817, -2.894, -0.908], [0.760, 1.025, 1.816], [2.637, 3.465, 1.904], [-3.667, 3.586, 1.560], [0.515, -4.157, 0.998], [0.586, -0.930, -1.007], [-1.214, -0.756, -1.444], [-0.014, 0.146, -0.823], [-0.463, -2.312, -1.234], [0.317, 0.413, -1.446], [-0.491, 2.179, -0.290], [-0.782, 0.236, 0.874]]}

=====

Copy entry 1 word for word.
{"formula": "CH4N2O", "method": "ωB97M-V with the def2-TZVPD basis set", "lumo_ev": 0.70, "homo_energy_ev": -9.91, "energy_ha": -225.254077, "de_lowest_kcal_mol": 23.8, "smiles": "N=C=O.N", "spin_multiplicity": 1, "homo_lumo_gap_ev": 10.61, "species": ["N", "C", "O", "H", "N", "H", "H", "H"], "xyz": [[1.1291, 0.2453, -1.5627], [0.1170, 0.8553, -1.6154], [-0.9720, 1.3149, -1.7241], [2.1331, 0.3618, -1.6622], [-0.8170, -0.7225, 1.5056], [-0.1246, -1.3724, 1.1627], [-1.0122, -0.9083, 2.5061], [-0.4533, 0.2259, 1.3900]], "atomic_forces_ev_per_a": [[1.918, -0.829, 0.312], [-2.870, 1.194, -0.843], [1.849, -0.537, 0.461], [-0.909, 0.171, 0.079], [-0.294, 0.267, 0.653], [0.081, -0.045, 0.127], [0.383, 0.251, -1.027], [-0.157, -0.472, 0.238]]}